1.
ORCA calculation (the ωB97M-V functional and the def2-TZVPD basis) on one molecule with the formula C6H9NO in a non-equilibrium geometry.

```
17
Properties=species:S:1:pos:R:3:forces:R:3
C -1.8779 0.8382 -0.0574 -0.11 -0.24 0.02
C -0.1683 -1.8257 0.1158 0.15 -0.99 0.37
C 0.7652 -1.0681 0.6637 -1.24 0.63 -1.09
C -0.4318 0.8005 -0.4791 0.98 1.86 -0.40
N 1.9194 -1.6358 1.1788 1.06 -0.83 0.98
C 0.6287 0.4318 0.5849 -0.87 -0.39 -0.67
C -0.0473 1.3338 -1.6581 -0.24 -0.40 0.99
O -0.9541 -2.6524 -0.1875 0.20 0.75 -0.10
H 2.0755 -2.6028 0.8984 0.29 0.64 0.20
H 2.7395 -1.0364 1.1876 -0.28 -0.41 -0.35
H -2.3487 -0.1343 -0.2251 -0.10 0.03 0.14
H -1.9789 1.0860 1.0037 0.05 -0.10 -0.09
H -2.4483 1.5832 -0.6219 0.18 -0.18 -0.03
H 0.2926 0.8319 1.5486 0.21 0.05 -0.03
H 1.6020 0.8744 0.3331 -0.22 -0.07 -0.03
H -0.7652 1.7805 -2.3405 0.01 -0.27 0.02
H 0.9977 1.3952 -1.9452 -0.07 -0.05 0.07
```
Positions in Å, forces in eV/Å.

Values from the calculation:
HOMO-LUMO gap = 0.301 Ha
Highest occupied orbital energy = -7.33 eV
SMILES = C=C(C)CC(N)=C=O
Max |F| = 0.04165 hartree/bohr

***

2.
ORCA calculation (the ωB97M-V functional and the def2-TZVPD basis) on C2H3F2O2Si as an isolated structure in a non-equilibrium geometry.

```
10
Properties=species:S:1:pos:R:3:forces:R:3
C -2.3735 0.5163 -0.6414 -0.98 2.99 -0.12
C 1.1347 0.3269 0.5505 1.23 -1.05 -0.90
O -3.1708 -0.3140 -0.4773 -0.26 -0.86 -0.20
O -1.9992 1.6574 -0.7045 0.34 -1.87 0.00
F 3.4068 -1.7860 -1.4023 -0.38 0.14 0.10
F -1.0445 -1.3269 0.9064 0.98 0.56 -1.58
Si -0.3067 -0.6169 -0.4798 1.67 -0.01 3.04
H 0.7268 1.2738 0.9198 -0.20 -0.21 0.31
H 1.5597 -0.3445 1.3790 -0.97 0.97 -1.05
H 2.0668 0.6139 -0.0504 -1.41 -0.65 0.39
```
Positions in Å, forces in eV/Å.

Values from the calculation:
Net charge = -1
HOMO-LUMO gap (spin up / spin down) = 0.198 / 0.198 Ha
Highest occupied orbital energy (spin up / spin down) = -3.76 / -3.77 eV
Max |F| = 0.06744 hartree/bohr

***

3.
ORCA calculation (the ωB97M-V functional and the def2-TZVPD basis) on one molecule with the formula C5H13NO in a non-equilibrium geometry.

```
20
Properties=species:S:1:pos:R:3:forces:R:3
C 0.4062 -0.8547 0.2713 -0.06 -0.05 -0.47
C -0.3881 0.2917 -0.4187 -0.03 -0.30 0.51
C -1.7437 0.4907 0.2718 0.04 1.46 -0.37
C 1.5235 -1.3730 -0.6322 -0.25 0.00 0.23
C 0.3691 1.6172 -0.4562 -0.18 -0.24 -0.06
N 0.9758 -0.5222 1.5646 -0.02 0.07 0.21
O -2.5474 -0.6536 0.3174 -0.45 -0.52 -2.25
H -2.7485 -0.7120 -0.6587 -0.22 -0.81 1.64
H -0.3020 -1.6729 0.4482 0.08 0.11 -0.09
H -0.5862 -0.0308 -1.4485 -0.03 -0.01 -0.02
H 0.2529 -0.2464 2.2189 0.11 0.05 0.04
H 1.6429 0.2362 1.4804 -0.04 0.02 0.09
H -1.6083 0.8101 1.3102 0.02 0.25 -0.16
H -2.3209 1.2659 -0.3192 0.71 -0.23 0.90
H 1.1229 -1.7426 -1.5735 0.00 -0.01 -0.11
H 2.0432 -2.1830 -0.1275 0.08 -0.07 -0.01
H 2.2462 -0.5875 -0.8469 0.11 0.07 -0.05
H -0.1920 2.3554 -1.0260 0.00 0.10 -0.05
H 0.5109 2.0136 0.5482 0.03 0.04 0.06
H 1.3435 1.4977 -0.9237 0.10 0.06 -0.03
```
Positions in Å, forces in eV/Å.

Values from the calculation:
HOMO-LUMO gap = 0.369 Ha
Highest occupied orbital energy = -9.14 eV
SMILES = C[C@H](CO)[C@@H](C)N
Max |F| = 0.04582 hartree/bohr

***

4.
ORCA calculation (the ωB97M-V functional and the def2-TZVPD basis) on one molecule with the formula C8H10O in a non-equilibrium geometry.

```
19
Properties=species:S:1:pos:R:3:forces:R:3
C -2.4496 -0.1929 0.6226 -3.30 -0.56 3.78
C -1.6007 -0.5530 -0.4995 2.06 -4.55 -1.90
C -0.1199 -0.2798 -0.3153 0.71 -0.19 -0.56
C 0.8166 -1.3604 -0.2543 -1.34 -1.39 0.76
C 2.1611 -1.0888 0.0629 -0.30 -1.69 -2.10
C 2.5791 0.2354 0.2075 -1.90 -0.80 -0.54
C 1.7566 1.3421 0.0783 -2.52 -2.07 -0.15
C 0.3470 1.0536 -0.2439 3.55 -1.20 1.32
H -3.6003 -0.5231 0.3041 2.82 1.43 1.27
H -2.2720 0.8649 0.9193 -0.95 -0.28 -0.93
H -2.2513 -0.6049 1.7622 -0.18 -0.06 -3.13
H -1.6000 -1.7572 -0.8176 -0.33 2.70 1.38
H -2.0215 -0.2172 -1.4316 0.06 1.01 -0.31
H 0.3545 -2.5342 -0.3318 1.54 3.59 0.08
H 2.9360 -1.9184 -0.1611 -1.29 1.47 1.06
H 3.5849 0.2565 0.3652 2.71 1.02 0.62
H 2.0869 2.3135 0.3880 0.05 0.51 -0.33
H -0.1656 2.9441 -0.3015 -0.31 -1.77 -0.04
O -0.5418 2.0197 -0.3535 -1.07 2.84 -0.29
```
Positions in Å, forces in eV/Å.

Values from the calculation:
HOMO-LUMO gap = 0.331 Ha
Highest occupied orbital energy = -8.34 eV
SMILES = CCc1ccccc1O
Max |F| = 0.10395 hartree/bohr

***

5.
ORCA calculation (the ωB97M-V functional and the def2-TZVPD basis) on C5H6O as an isolated structure in a non-equilibrium geometry.

```
12
Properties=species:S:1:pos:R:3:forces:R:3
C 0.3805 0.9522 0.3959 -0.03 0.41 -0.13
C -0.6255 0.2608 -0.5517 0.17 0.66 -0.67
O 0.4716 -0.3255 -1.2928 -0.59 0.39 -0.52
C 1.2882 -0.1154 -0.1736 0.94 -2.97 2.19
C -0.9756 -1.3388 1.2401 0.04 -0.53 0.70
C -1.3685 -0.8163 0.1375 -0.47 -0.31 0.47
H 0.6474 1.9534 0.0522 -0.06 -0.09 0.01
H 0.1755 0.9500 1.4691 -0.01 -0.02 -0.27
H -1.2707 0.8621 -1.1928 0.07 -0.01 0.09
H 2.3359 0.0394 -0.4175 -0.01 0.19 0.00
H 1.2155 -1.1316 0.5391 0.36 2.37 -1.45
H -2.2742 -1.2903 -0.2055 -0.40 -0.08 -0.42
```
Positions in Å, forces in eV/Å.

Values from the calculation:
HOMO-LUMO gap = 0.363 Ha
Highest occupied orbital energy = -10.14 eV
Max |F| = 0.07399 hartree/bohr

***

6.
ORCA calculation (the ωB97M-V functional and the def2-TZVPD basis) on one molecule with the formula C6H9N in a non-equilibrium geometry.

```
16
Properties=species:S:1:pos:R:3:forces:R:3
C 1.8032 1.2165 -0.1720 -0.16 0.41 0.29
C 0.3472 1.0225 -0.4560 0.15 -0.26 -0.51
N 1.4993 -0.0644 -0.7416 -0.29 0.15 -0.35
C 0.9068 -0.8618 0.3784 -0.13 -0.29 0.15
C -0.3795 -0.0986 0.2221 -0.05 -0.07 0.26
C -1.7007 -0.2107 0.8879 -0.09 0.10 0.33
C -1.5091 -0.7829 -0.4960 -0.02 -0.07 -0.13
H 2.2182 1.2924 0.8319 -0.11 -0.11 0.02
H 2.3643 1.7949 -0.9111 -0.44 0.28 0.31
H -0.2637 1.6606 -1.1145 0.92 -0.41 -0.40
H 1.3907 -0.6822 1.3486 0.16 -0.06 -0.26
H 0.8669 -1.9320 0.1764 0.01 0.09 -0.06
H -2.3208 0.6761 0.9680 0.10 -0.06 0.07
H -1.7700 -0.8955 1.7254 -0.12 0.04 -0.04
H -1.4353 -1.8626 -0.6111 -0.03 0.19 0.08
H -1.9951 -0.2890 -1.3358 0.12 0.05 0.23
```
Positions in Å, forces in eV/Å.

Values from the calculation:
HOMO-LUMO gap = 0.360 Ha
Highest occupied orbital energy = -8.70 eV
SMILES = C1[C@H]2N1CC21CC1
Max |F| = 0.02097 hartree/bohr

***

Q: What is the max |F| in the third record?
A: 0.04582 hartree/bohr